# C29H35N4OPPdSe

C29H35N4OPPdSe as an isolated structure at a distorted geometry (ωB97M-V/def2-TZVPD, the OMol25 dataset).

Cartesian coordinates (Å):
Pd -0.69 0.58 0.33
Se -4.25 -5.23 4.42
N -3.41 -3.73 4.88
C -3.14 -3.10 3.77
C -2.45 -1.82 3.71
C -1.99 -1.17 4.86
C -1.36 0.04 4.73
C -1.20 0.57 3.46
N -1.59 -0.05 2.36
C -2.22 -1.23 2.46
C -2.66 -1.88 1.21
N -2.41 -1.26 0.05
C -2.83 -1.83 -1.07
C -3.48 -3.06 -1.12
C -3.73 -3.71 0.06
C -3.32 -3.11 1.25
C -3.57 -3.75 2.55
N -4.18 -4.89 2.68
H -2.16 -1.64 5.82
H -0.99 0.57 5.60
H -0.74 1.54 3.31
H -2.61 -1.29 -1.98
H -3.79 -3.47 -2.07
H -4.24 -4.66 0.10
C 3.51 -1.62 -1.03
C 2.05 -1.41 -0.59
C 1.14 -2.43 -1.28
C 2.00 -1.67 0.92
P 1.26 0.32 -0.83
C 2.59 1.42 -0.17
C 2.30 2.10 1.02
C 3.24 2.93 1.62
C 4.48 3.12 1.04
C 4.78 2.47 -0.15
C 3.85 1.63 -0.74
C 1.15 0.75 -2.68
C -0.23 0.27 -3.14
C 1.17 2.28 -2.76
C 2.19 0.17 -3.65
H 3.80 -2.65 -0.80
H 4.18 -0.96 -0.48
H 3.65 -1.47 -2.09
H 1.41 -3.44 -0.95
H 1.24 -2.40 -2.37
H 0.10 -2.25 -1.01
H 2.31 -2.70 1.12
H 1.00 -1.52 1.31
H 2.68 -1.00 1.46
H 1.32 1.96 1.45
H 2.99 3.44 2.55
H 5.21 3.78 1.50
H 5.75 2.62 -0.62
H 4.11 1.13 -1.67
H -1.00 0.59 -2.43
H -0.28 -0.82 -3.21
H -0.46 0.68 -4.13
H 0.53 2.71 -1.99
H 0.81 2.60 -3.74
H 2.18 2.68 -2.62
H 2.14 -0.92 -3.69
H 3.21 0.46 -3.40
H 1.98 0.55 -4.66
C -1.40 4.59 -1.08
O -0.96 3.55 -0.17
C -1.63 2.42 0.03
C -2.95 2.32 -0.70
H -1.53 4.21 -2.09
H -0.61 5.34 -1.07
H -2.33 5.05 -0.73
H -3.38 3.25 -1.10
H -3.68 1.86 -0.03
H -2.81 1.62 -1.52

**Orbital gap**: 0.180 Eh
**Maximum force**: 1.3 eV/Å
**Net charge**: 0
**E**: -116762.2052 eV

=====

# C29H35N7P2Pb

C29H35N7P2Pb as an isolated structure at a distorted geometry (ωB97M-V/def2-TZVPD, the OMol25 dataset).

Cartesian coordinates (Å):
Pb 0.21 2.27 0.96
C -2.03 1.73 -3.97
C -2.12 0.42 -3.70
C -1.15 -0.59 -4.24
C 0.37 -0.22 -4.10
C 0.75 0.59 -2.91
C 0.70 1.92 -2.82
C 0.41 2.68 -4.07
C -0.95 2.36 -4.79
C 1.06 1.89 3.13
H -2.84 2.42 -3.67
H -2.98 0.02 -3.16
H -1.35 -0.70 -5.31
H -1.29 -1.59 -3.84
H 0.98 -1.16 -4.07
H 0.66 0.31 -5.02
H 1.19 -0.03 -2.15
H 0.98 2.47 -1.91
H 1.24 2.42 -4.74
H 0.46 3.76 -3.92
H -1.33 3.31 -5.21
H -0.72 1.72 -5.65
H 0.60 2.63 3.80
H 2.13 2.01 3.28
H 0.83 0.90 3.54
P 1.83 -0.42 1.14
P -1.48 -1.06 1.51
N 3.07 0.72 0.26
N 3.01 -1.69 1.40
N -2.18 0.31 0.68
N -2.99 -1.93 1.67
C 0.83 -1.19 -0.19
C -0.49 -1.90 0.19
C 3.33 2.02 0.69
C 4.24 2.61 -0.16
C 4.59 1.64 -1.13
C 3.84 0.50 -0.87
C 4.02 -1.51 2.37
C 4.58 -2.74 2.64
C 3.91 -3.71 1.84
C 2.96 -3.05 1.08
C -2.52 1.55 1.36
C -3.11 2.38 0.37
C -3.03 1.72 -0.87
C -2.38 0.52 -0.66
C -3.96 -2.35 0.75
C -4.90 -3.13 1.40
C -4.54 -3.17 2.79
C -3.40 -2.40 2.94
H 1.50 -1.84 -0.78
H 0.50 -0.35 -0.80
H -1.14 -2.06 -0.69
H -0.23 -2.90 0.58
H 2.92 2.40 1.63
H 4.57 3.64 -0.06
H 5.33 1.79 -1.90
H 3.88 -0.47 -1.35
H 4.24 -0.52 2.73
H 5.35 -2.93 3.36
H 4.05 -4.77 1.89
H 2.29 -3.41 0.32
H -2.79 1.47 2.43
H -3.54 3.37 0.57
H -3.44 2.06 -1.79
H -2.00 -0.18 -1.37
H -3.94 -2.02 -0.28
H -5.75 -3.63 0.96
H -5.05 -3.74 3.57
H -2.82 -2.15 3.82
N -1.86 1.17 4.24
C -1.26 0.58 5.07
N -0.46 -0.05 5.84
C -0.64 -0.25 7.10
N -0.74 -0.48 8.25

**Orbital gap (spin up / spin down)**: 0.117 / 0.158 Eh
**Maximum force**: 3.3 eV/Å
**Net charge**: +2
**Relative energy (zero: lowest compared OMol25 entry of this formula, charge and spin)**: 1.584 eV
**E**: -64873.0336 eV

=====

# C29H35N7P2Sn

C29H35N7P2Sn as an isolated structure at a distorted geometry (ωB97M-V/def2-TZVPD, the OMol25 dataset).

Cartesian coordinates (Å):
Sn 1.31 2.65 -2.60
C 0.86 -2.93 0.21
C 1.68 -2.27 -0.64
C 1.60 -2.13 -2.14
C 0.57 -1.14 -2.77
C -0.86 -1.59 -2.88
C -1.47 -2.44 -2.05
C -0.89 -3.71 -1.50
C -0.46 -3.60 -0.01
C -0.75 3.03 -1.86
H 1.10 -2.93 1.27
H 2.52 -1.71 -0.21
H 1.42 -3.09 -2.65
H 2.59 -1.72 -2.41
H 0.64 -0.16 -2.26
H 0.94 -0.92 -3.78
H -1.46 -1.03 -3.61
H -2.54 -2.34 -1.78
H -0.05 -4.08 -2.11
H -1.68 -4.49 -1.56
H -1.28 -3.13 0.58
H -0.35 -4.64 0.34
H -0.72 3.55 -0.88
H -1.19 2.01 -1.79
H -1.27 3.64 -2.61
P 1.49 0.04 -7.56
P 4.41 -0.81 -6.10
N 0.10 -0.93 -8.05
N 1.45 1.11 -9.03
N 4.20 -2.58 -5.94
N 6.18 -0.81 -6.29
C 2.71 -1.15 -8.34
C 4.15 -0.82 -7.95
C -1.07 -1.06 -7.29
C -1.98 -1.83 -8.01
C -1.35 -2.19 -9.25
C -0.08 -1.63 -9.25
C 1.32 2.50 -8.92
C 1.41 3.06 -10.19
C 1.67 1.99 -11.10
C 1.67 0.81 -10.37
C 3.39 -3.11 -4.93
C 3.30 -4.49 -5.09
C 4.05 -4.82 -6.27
C 4.53 -3.63 -6.79
C 7.11 -1.77 -6.72
C 8.39 -1.22 -6.63
C 8.24 0.15 -6.22
C 6.88 0.38 -6.07
H 2.67 -1.16 -9.44
H 2.42 -2.17 -8.03
H 4.85 -1.51 -8.45
H 4.42 0.19 -8.28
H -1.12 -0.62 -6.31
H -2.97 -2.12 -7.70
H -1.76 -2.81 -10.04
H 0.73 -1.72 -9.96
H 1.18 2.95 -7.94
H 1.28 4.09 -10.46
H 1.82 2.05 -12.17
H 1.82 -0.19 -10.72
H 2.94 -2.47 -4.19
H 2.78 -5.19 -4.46
H 4.24 -5.81 -6.66
H 5.07 -3.46 -7.71
H 6.80 -2.73 -7.08
H 9.31 -1.74 -6.85
H 9.04 0.86 -6.07
H 6.34 1.29 -5.85
N 1.13 1.05 -0.80
C 1.01 0.77 0.35
N 0.96 0.36 1.53
C 0.09 0.62 2.48
N -0.60 0.84 3.41

**Orbital gap (spin up / spin down)**: 0.094 / 0.106 Eh
**Maximum force**: 4.0 eV/Å
**Net charge**: +2
**Relative energy (zero: lowest compared OMol25 entry of this formula, charge and spin)**: 0.744 eV
**E**: -65456.8630 eV

=====

# C29H35N9SSbSeYb

C29H35N9SSbSeYb as an isolated structure (ωB97M-V/def2-TZVPD, the OMol25 dataset).

Cartesian coordinates (Å):
Yb -0.34 0.89 -0.07
C -1.00 1.37 3.38
C -0.25 0.10 3.14
C -0.13 -0.87 4.14
C 0.59 -2.02 3.89
C 1.17 -2.20 2.63
C 0.99 -1.22 1.68
N 0.31 -0.09 1.94
Sb 1.97 -1.69 -0.25
C 0.88 -1.05 -2.09
C 1.22 -1.82 -3.18
C 0.54 -1.62 -4.38
C -0.47 -0.69 -4.42
C -0.77 0.07 -3.29
C -1.93 1.01 -3.29
N -0.06 -0.10 -2.16
C 3.06 0.16 -0.21
C 4.42 0.12 -0.43
C 5.15 1.30 -0.33
C 4.48 2.44 0.05
C 3.11 2.41 0.28
C 2.44 3.66 0.76
N 2.38 1.29 0.10
H -0.86 1.72 4.40
H -0.67 2.14 2.69
H -2.07 1.21 3.22
H -0.59 -0.70 5.10
H 0.71 -2.77 4.66
H 1.75 -3.08 2.41
H 2.00 -2.57 -3.10
H 0.79 -2.21 -5.25
H -1.05 -0.54 -5.32
H -2.04 1.51 -4.25
H -2.85 0.45 -3.10
H -1.85 1.76 -2.50
H 4.90 -0.82 -0.68
H 6.22 1.31 -0.51
H 5.01 3.37 0.20
H 3.11 4.22 1.42
H 2.18 4.32 -0.08
H 1.54 3.42 1.31
C -0.35 5.59 2.54
C -1.45 4.94 1.70
C -0.96 4.47 0.36
N -0.54 3.29 0.09
N -0.16 3.09 -1.22
C -0.27 4.18 -1.94
N 0.04 4.26 -3.24
S -0.87 5.52 -1.02
H -0.78 6.05 3.43
H 0.17 6.37 1.98
H 0.39 4.86 2.87
H -2.26 5.65 1.54
H -1.87 4.07 2.21
H 0.44 3.47 -3.71
H -0.05 5.12 -3.74
N -1.24 -1.44 -0.08
C -1.60 -2.54 -0.09
N -2.00 -3.78 -0.11
C -1.83 -4.60 -1.32
C -0.56 -5.45 -1.19
C -0.25 -5.74 0.29
C -1.54 -5.86 1.10
C -2.29 -4.52 1.13
H -1.81 -3.95 -2.19
H -2.72 -5.23 -1.40
H 0.29 -4.94 -1.65
H -0.70 -6.38 -1.74
H 0.35 -4.93 0.71
H 0.33 -6.66 0.38
H -1.33 -6.17 2.13
H -2.18 -6.63 0.66
H -1.98 -3.91 1.97
H -3.37 -4.67 1.20
Se -5.07 0.24 -0.49
C -3.51 0.82 0.01
N -2.44 1.20 0.33

**Orbital gap (spin up / spin down)**: 0.262 / 0.262 Eh
**Maximum force**: 0.6 eV/Å
**Net charge**: +2
**Spin multiplicity**: 2
**Relative energy (zero: lowest compared OMol25 entry of this formula, charge and spin)**: 0.896 eV
**E**: -158290.7266 eV
**⟨S²⟩**: 0.751

=====

# C29H36Cl3CoGeOP2Sb

C29H36Cl3CoGeOP2Sb as an isolated structure at a distorted geometry (ωB97M-V/def2-TZVPD, the OMol25 dataset).

Cartesian coordinates (Å):
Co 1.51 -0.40 0.63
C -2.25 -1.93 1.76
Sb -0.28 -2.31 0.96
C -1.02 -3.50 -0.69
C 0.07 -4.01 2.25
H -2.83 -2.87 1.81
H -2.78 -1.21 1.10
H -2.16 -1.50 2.78
H -1.77 -4.22 -0.32
H -0.17 -4.05 -1.15
H -1.48 -2.83 -1.44
H -0.82 -4.67 2.25
H 0.27 -3.66 3.28
H 0.95 -4.58 1.87
O 0.19 0.84 0.69
P -0.91 1.89 0.74
C -0.22 3.53 1.01
C 1.00 3.86 0.40
C 1.56 5.13 0.56
C 0.91 6.08 1.35
C -0.30 5.76 1.97
C -0.86 4.50 1.80
C -2.07 1.53 2.08
C -3.45 1.76 1.97
C -4.30 1.49 3.04
C -3.78 0.98 4.23
C -2.42 0.75 4.36
C -1.56 1.02 3.29
C -1.84 1.91 -0.81
C -2.33 3.10 -1.37
C -3.06 3.07 -2.56
C -3.30 1.85 -3.20
C -2.81 0.67 -2.65
C -2.09 0.70 -1.46
H 1.51 3.12 -0.21
H 2.50 5.37 0.09
H 1.35 7.06 1.48
H -0.80 6.51 2.58
H -1.81 4.28 2.30
H -3.87 2.15 1.05
H -5.37 1.67 2.94
H -4.45 0.77 5.07
H -2.01 0.35 5.28
H -0.50 0.83 3.39
H -2.15 4.06 -0.90
H -3.43 3.99 -3.00
H -3.86 1.83 -4.13
H -3.00 -0.28 -3.15
H -1.70 -0.23 -1.04
Cl 1.46 -1.30 4.28
Ge 2.76 -1.24 2.55
Cl 4.43 0.07 2.95
Cl 3.48 -3.24 2.12
C 1.37 -0.22 -2.28
P 2.27 -1.44 -1.26
C 3.81 -0.50 -0.95
C 2.73 -2.69 -2.51
C 1.71 -3.33 -3.23
C 2.01 -4.30 -4.20
C 3.33 -4.65 -4.45
C 4.35 -4.03 -3.73
C 4.05 -3.06 -2.76
H 0.41 -0.62 -2.63
H 1.95 0.08 -3.16
H 1.15 0.68 -1.70
H 4.27 -0.15 -1.88
H 4.54 -1.11 -0.40
H 3.59 0.38 -0.34
H 0.67 -3.09 -3.05
H 1.21 -4.78 -4.74
H 3.57 -5.40 -5.19
H 5.39 -4.31 -3.91
H 4.88 -2.62 -2.21
H 2.59 0.75 0.43

**Orbital gap (spin up / spin down)**: 0.251 / 0.303 Eh
**Maximum force**: 2.4 eV/Å
**Net charge**: +1
**Spin multiplicity**: 3
**E**: -189526.9028 eV
**⟨S²⟩**: 2.160

=====

# C29H36ClN10O5PSSbSe4Sn

C29H36ClN10O5PSSbSe4Sn as an isolated structure at a distorted geometry (ωB97M-V/def2-TZVPD, the OMol25 dataset).

Cartesian coordinates (Å):
Sn 1.38 0.30 1.22
O 0.88 0.38 -1.15
S -0.33 -0.45 -1.06
O -1.56 0.01 -1.67
N -0.48 -0.51 0.53
C -1.30 -1.30 1.30
C -2.47 -1.89 0.91
C -3.25 -2.61 1.83
C -2.88 -2.71 3.14
C -1.69 -2.09 3.59
C -1.25 -2.11 4.93
C -0.11 -1.45 5.28
C 0.63 -0.78 4.28
N 0.25 -0.76 3.03
C -0.89 -1.39 2.66
C 0.04 -1.92 -1.99
C 1.25 -1.97 -2.67
C 1.52 -3.06 -3.48
C 0.59 -4.08 -3.61
C -0.62 -4.01 -2.94
C -0.91 -2.92 -2.14
H -2.80 -1.77 -0.11
H -4.17 -3.06 1.49
H -3.49 -3.25 3.86
H -1.83 -2.64 5.67
H 0.25 -1.43 6.30
H 1.55 -0.26 4.54
H 1.97 -1.18 -2.54
H 2.46 -3.11 -4.00
H 0.82 -4.95 -4.22
H -1.35 -4.80 -3.04
H -1.85 -2.86 -1.61
Se 5.25 3.22 2.20
Sb 3.55 1.78 3.08
Se 3.55 -0.55 1.95
Se 1.20 2.55 2.19
Se 3.46 1.50 5.47
C -3.01 3.47 2.24
N -3.28 3.06 0.86
C -3.66 1.64 0.83
P -2.03 3.46 -0.20
O -0.78 2.71 -0.03
N -2.74 3.36 -1.70
C -4.09 2.93 -1.99
C -1.82 3.18 -2.82
N -1.76 5.08 0.05
C -0.50 5.61 0.53
C -2.83 6.04 -0.09
H -2.23 2.86 2.70
H -3.93 3.36 2.82
H -2.71 4.52 2.27
H -3.06 1.06 1.54
H -3.51 1.21 -0.15
H -4.72 1.55 1.11
H -4.12 1.88 -2.31
H -4.50 3.54 -2.81
H -4.73 3.07 -1.12
H -0.79 3.30 -2.48
H -2.03 3.92 -3.60
H -1.91 2.17 -3.23
H 0.24 4.81 0.56
H -0.60 6.03 1.53
H -0.14 6.40 -0.14
H -3.78 5.53 -0.27
H -2.64 6.72 -0.93
H -2.93 6.65 0.81
Cl 5.56 -7.18 -1.72
C 4.39 -6.02 -1.12
C 4.66 -4.67 -1.25
C 3.73 -3.75 -0.76
C 2.55 -4.19 -0.17
C 2.31 -5.55 -0.05
C 3.23 -6.48 -0.53
C 1.53 -3.19 0.34
O 0.46 -3.62 0.78
O 1.87 -1.98 0.21
H 5.58 -4.34 -1.71
H 3.92 -2.69 -0.84
H 1.39 -5.86 0.41
H 3.05 -7.54 -0.44
N 4.39 0.48 -3.46
N 3.80 1.22 -2.44
N 3.12 2.32 -2.67
C 2.73 2.62 -1.44
N 3.18 1.75 -0.54
N 3.86 0.85 -1.21
H 4.46 1.10 -4.26
H 5.30 0.20 -3.14
H 2.13 3.48 -1.19

**Orbital gap**: 0.242 Eh
**Maximum force**: 1.9 eV/Å
**Net charge**: -1
**Relative energy (zero: lowest compared OMol25 entry of this formula, charge and spin)**: 1.618 eV
**E**: -362202.2796 eV